1.
ORCA calculation (the ωB97M-V functional and the def2-TZVPD basis) on a cluster of 2 separate species, C5H9NO2 in total.

Positions of all 17 atoms, in Å:
1 O 2.71 -0.03 -1.56
2 C 2.22 -0.22 -0.45
3 O 2.65 -0.41 0.68
4 C 0.60 -0.29 -0.58
5 C 0.00 -0.44 0.80
6 C -1.33 0.03 0.96
7 C -2.43 -0.25 0.05
8 N -2.26 -0.84 -1.05
9 H 2.13 2.57 -0.04
10 H 0.37 -1.10 -1.27
11 H 0.14 0.56 -1.09
12 H 0.00 -1.46 1.23
13 H 0.59 0.10 1.55
14 H -1.65 0.38 1.93
15 H -3.42 0.03 0.42
16 H -3.16 -1.06 -1.48
17 H 2.85 2.41 -0.10

The value obtained for the energy relative to the best compared isomer or geometry (same formula, charge and spin) is 6.1373 eV. As for the charge: 0. For the HOMO energy, the calculation gives -8.28 eV. The orbital gap is 4.56 eV. The value obtained for the largest force on an atom is 1.290 eV/Å.

2.
ORCA calculation (the ωB97M-V functional and the def2-TZVPD basis) on a cluster of 3 separate species, C4H15NO3 in total.

Positions of all 23 atoms, in Å:
1 C -1.96 -0.97 0.91
2 N -1.14 0.15 0.45
3 C 0.03 0.44 1.28
4 C 1.39 -0.15 0.98
5 C 1.31 -1.64 0.64
6 O 2.15 0.52 -0.01
7 H -2.54 -1.39 0.09
8 H -1.35 -1.82 1.25
9 H -2.60 -0.62 1.71
10 H -0.89 0.04 -0.52
11 H -0.25 0.19 2.30
12 H 0.03 1.52 1.34
13 H 2.04 -0.15 1.87
14 H 0.86 -1.88 -0.32
15 H 0.77 -2.08 1.48
16 H 2.31 -2.05 0.72
17 H 2.05 1.48 -0.04
18 H -1.76 -0.99 -4.46
19 H -0.92 0.11 -5.03
20 O -1.04 -0.84 -5.07
21 H 0.13 3.31 -0.52
22 H 0.51 3.37 0.91
23 O 0.88 3.47 0.03

As for the structure (SMILES): CNC[C@@H](C)O.O.O. The value obtained for the energy relative to the best compared isomer or geometry (same formula, charge and spin) is 1.2253 eV. As for the charge: 0. For the HOMO energy, the calculation gives -8.88 eV. The orbital gap is 9.32 eV. The value obtained for the largest force on an atom is 1.299 eV/Å.

3.
ORCA calculation (the ωB97M-V functional and the def2-TZVPD basis) on a cluster of 18 separate species, ClH34O21 in total.

Positions of all 56 atoms, in Å:
1 Cl 10.46 -9.01 11.73
2 O 9.19 -9.30 12.46
3 O 10.21 -8.85 10.27
4 O 11.04 -7.74 12.24
5 O 11.46 -10.11 11.93
6 O 8.07 -9.02 15.08
7 H 8.63 -9.39 14.34
8 H 8.61 -8.28 15.43
9 O 12.01 -6.83 9.04
10 H 11.52 -6.59 9.79
11 H 12.90 -6.97 9.25
12 O 6.43 -10.22 12.19
13 H 5.58 -10.27 11.79
14 H 6.61 -9.26 12.38
15 O 12.56 -10.19 9.30
16 H 12.00 -9.74 9.94
17 H 12.47 -11.12 9.46
18 O 13.17 -11.30 13.73
19 H 13.47 -10.85 14.50
20 H 13.29 -10.70 13.00
21 O 9.25 -8.80 7.55
22 H 8.47 -9.15 7.13
23 H 9.33 -7.85 7.38
24 O 14.42 -10.50 11.28
25 H 14.63 -11.44 11.14
26 H 13.77 -10.28 10.57
27 O 7.09 -7.72 11.62
28 H 7.52 -7.45 12.45
29 H 7.67 -7.49 10.93
30 O 10.61 -5.47 10.85
31 H 10.72 -4.90 11.60
32 H 10.10 -4.97 10.23
33 O 11.75 -12.61 10.30
34 H 11.06 -12.04 10.06
35 H 11.61 -12.97 11.18
36 O 10.39 -10.82 14.68
37 H 10.89 -9.98 14.66
38 H 10.99 -11.33 14.16
39 O 8.91 -6.52 13.41
40 H 9.23 -6.90 14.19
41 H 9.67 -6.39 12.86
42 O 9.88 -11.38 8.54
43 H 9.26 -11.62 9.26
44 H 10.03 -10.50 8.90
45 O 7.73 -9.96 9.56
46 H 8.11 -9.32 8.98
47 H 7.80 -9.58 10.43
48 O 13.72 -7.76 12.30
49 H 12.77 -7.93 12.24
50 H 14.09 -8.05 13.13
51 O 8.17 -6.72 9.46
52 H 9.10 -6.83 9.42
53 H 7.86 -6.83 8.55
54 O 8.21 -11.85 13.24
55 H 9.01 -11.33 13.43
56 H 7.48 -11.18 13.08

The value obtained for the energy relative to the best compared isomer or geometry (same formula, charge and spin) is 1.0793 eV. As for the charge: -1. For the HOMO energy, the calculation gives -6.74 eV. The orbital gap is 8.81 eV. The value obtained for the largest force on an atom is 3.316 eV/Å.

4.
ORCA calculation (the ωB97M-V functional and the def2-TZVPD basis) on a structure of composition C17H51B3NO5Zr.

Positions of all 78 atoms, in Å:
1 Zr 12.72 -36.62 -29.42
2 B 12.22 -34.42 -29.49
3 H 11.31 -34.99 -29.88
4 H 12.04 -33.28 -29.54
5 H 12.53 -34.82 -28.48
6 H 13.10 -34.76 -30.13
7 B 11.88 -37.46 -31.31
8 H 12.93 -37.88 -31.16
9 H 11.33 -37.88 -32.24
10 H 11.30 -37.62 -30.35
11 H 12.02 -36.33 -31.41
12 B 11.25 -36.98 -27.76
13 H 10.56 -37.12 -26.85
14 H 10.75 -36.47 -28.66
15 H 12.25 -36.51 -27.49
16 H 11.56 -38.00 -28.17
17 C 8.72 -34.34 -30.78
18 O 8.31 -35.46 -29.99
19 C 6.97 -35.36 -29.54
20 C 6.67 -34.27 -28.53
21 O 7.07 -32.97 -28.89
22 C 6.19 -32.29 -29.76
23 H 9.59 -34.67 -31.37
24 H 9.00 -33.48 -30.17
25 H 7.95 -34.17 -31.53
26 H 6.71 -36.33 -29.11
27 H 6.31 -35.34 -30.42
28 H 7.25 -34.53 -27.64
29 H 5.58 -34.28 -28.37
30 H 5.41 -31.73 -29.23
31 H 5.69 -33.00 -30.42
32 H 6.79 -31.58 -30.32
33 C 14.66 -36.46 -32.67
34 O 14.58 -36.12 -31.28
35 C 15.86 -35.78 -30.76
36 C 15.69 -35.15 -29.40
37 O 14.70 -35.84 -28.62
38 C 14.85 -35.55 -27.21
39 H 15.10 -37.46 -32.77
40 H 15.24 -35.73 -33.22
41 H 13.65 -36.54 -33.07
42 H 16.36 -35.08 -31.44
43 H 16.53 -36.65 -30.70
44 H 15.39 -34.10 -29.52
45 H 16.64 -35.11 -28.87
46 H 14.17 -36.20 -26.67
47 H 14.56 -34.52 -27.01
48 H 15.87 -35.76 -26.88
49 C 11.81 -33.37 -33.31
50 C 12.74 -32.18 -33.59
51 C 12.23 -31.44 -34.85
52 C 11.01 -30.57 -34.60
53 C 11.28 -29.62 -33.43
54 C 11.76 -30.32 -32.13
55 N 12.82 -31.25 -32.49
56 O 13.57 -31.70 -31.39
57 C 12.31 -29.25 -31.20
58 C 10.55 -30.95 -31.42
59 C 14.13 -32.73 -33.92
60 H 12.03 -33.84 -32.34
61 H 11.87 -34.16 -34.07
62 H 10.76 -33.07 -33.29
63 H 13.06 -30.85 -35.25
64 H 12.02 -32.22 -35.59
65 H 10.13 -31.19 -34.43
66 H 10.81 -29.92 -35.45
67 H 10.35 -29.11 -33.17
68 H 12.03 -28.85 -33.66
69 H 13.34 -28.98 -31.45
70 H 11.70 -28.35 -31.17
71 H 12.43 -29.62 -30.18
72 H 9.86 -30.19 -31.05
73 H 9.95 -31.69 -31.96
74 H 10.90 -31.50 -30.53
75 H 14.81 -31.89 -34.08
76 H 14.12 -33.25 -34.88
77 H 14.45 -33.40 -33.12
78 H 12.99 -32.35 -30.97

As for the charge: +1. For the HOMO energy, the calculation gives -10.28 eV. The orbital gap is 5.75 eV. The value obtained for the largest force on an atom is 2.711 eV/Å.

5.
ORCA calculation (the ωB97M-V functional and the def2-TZVPD basis) on the molecule C4H7NO.

Positions of all 13 atoms, in Å:
1 C -0.39 -0.37 1.50
2 C 0.41 -0.15 0.24
3 C -0.23 0.25 -0.99
4 C -1.54 0.56 -1.11
5 H -1.20 -1.06 1.30
6 H 0.25 -0.81 2.27
7 H -0.87 0.56 1.87
8 H 0.42 0.31 -1.86
9 H -1.96 0.88 -2.05
10 H -2.25 0.55 -0.25
11 H 3.29 -0.25 -0.48
12 N 1.67 -0.34 0.35
13 O 2.38 -0.12 -0.80

As for the structure (SMILES): C=C/C(C)=N\O. The value obtained for the energy relative to the best compared isomer or geometry (same formula, charge and spin) is 2.7622 eV. As for the charge: 0. For the HOMO energy, the calculation gives -8.99 eV. The orbital gap is 9.75 eV. The value obtained for the largest force on an atom is 1.975 eV/Å.

6.
ORCA calculation (the ωB97M-V functional and the def2-TZVPD basis) on a structure of composition C4H9NOS2.

Positions of all 17 atoms, in Å:
1 C -2.41 0.11 0.71
2 C -0.22 -0.14 -1.07
3 C 1.25 1.41 0.71
4 C 0.57 -1.18 -0.20
5 H -1.62 -0.10 1.71
6 H -3.42 -0.45 0.76
7 H -2.84 1.27 0.57
8 H -0.23 -0.41 -2.10
9 H 2.36 0.88 0.37
10 H 0.61 0.88 1.66
11 H 1.33 2.49 0.67
12 H 2.34 -2.41 -0.82
13 H 2.15 -0.45 -1.26
14 N 1.64 -1.63 -0.93
15 O 0.23 -1.48 0.99
16 S -1.96 -0.42 -0.96
17 S 0.22 1.63 -0.80

The value obtained for the energy relative to the best compared isomer or geometry (same formula, charge and spin) is 4.7919 eV. As for the charge: 0. For the HOMO energy, the calculation gives -8.38 eV. The orbital gap is 8.52 eV. The value obtained for the largest force on an atom is 5.491 eV/Å.

7.
ORCA calculation (the ωB97M-V functional and the def2-TZVPD basis) on a structure of composition C22H41BCl4CsF2MgN5O15P2S.

Positions of all 95 atoms, in Å:
1 C 1.14 3.05 3.33
2 C 0.16 3.32 2.03
3 O 0.92 3.19 0.78
4 B 1.48 4.52 0.35
5 O 2.81 4.86 0.97
6 C 0.68 5.47 -0.74
7 C 1.48 5.28 -2.19
8 N 2.06 4.94 -3.31
9 C -0.88 4.95 -1.02
10 C -0.93 3.51 -1.84
11 N -1.16 2.24 -2.09
12 C 0.56 7.05 -0.31
13 C 1.98 7.81 -0.02
14 C 1.99 8.21 1.60
15 C 2.70 9.70 1.86
16 S 4.59 9.53 1.82
17 O 5.23 10.80 1.17
18 O 5.08 9.38 3.32
19 O 5.07 8.10 1.02
20 H 0.55 3.47 4.27
21 H 1.42 1.90 3.45
22 H 2.19 3.61 3.24
23 H -0.68 2.47 2.00
24 H -0.39 4.35 2.03
25 H 3.47 4.77 0.21
26 H -1.49 4.95 -0.02
27 H -1.37 5.77 -1.73
28 H -0.23 7.14 0.57
29 H 0.06 7.61 -1.24
30 H 2.00 8.85 -0.59
31 H 2.94 7.18 -0.27
32 H 0.92 8.28 2.05
33 H 2.63 7.43 2.22
34 H 2.41 10.14 2.93
35 H 2.30 10.51 1.08
36 H 5.34 8.27 0.06
37 O 7.18 1.60 -0.13
38 P 5.98 2.45 0.25
39 O 5.47 3.59 -0.58
40 F 6.30 3.04 1.68
41 F 4.77 1.45 0.43
42 N -3.18 -2.05 -1.74
43 C -4.18 -2.57 -2.52
44 C -4.47 -1.66 -3.51
45 C -3.61 -0.55 -3.33
46 C -2.82 -0.82 -2.23
47 H -2.77 -2.51 -0.94
48 H -4.60 -3.55 -2.30
49 H -5.22 -1.78 -4.28
50 H -3.57 0.35 -3.93
51 H -2.04 -0.25 -1.76
52 C -4.49 3.08 1.50
53 C -3.74 4.26 2.09
54 N -3.11 5.24 2.58
55 H -3.90 2.63 0.69
56 H -4.67 2.33 2.27
57 H -5.45 3.42 1.09
58 Mg 6.14 -0.31 -0.94
59 C -0.47 -5.67 1.34
60 C -0.99 -5.23 -0.01
61 O -1.97 -4.22 0.15
62 H -1.28 -6.06 1.96
63 H 0.29 -6.46 1.23
64 H -0.03 -4.83 1.88
65 H -1.44 -6.07 -0.54
66 H -0.18 -4.84 -0.63
67 H -1.55 -3.47 0.61
68 C -7.46 -5.11 -3.68
69 Cl -8.40 -6.58 -4.00
70 Cl -8.50 -3.83 -3.03
71 Cl -6.13 -5.45 -2.57
72 H -7.04 -4.76 -4.63
73 Cl 2.61 3.47 -1.60
74 C 3.99 -10.97 2.01
75 O 3.55 -10.30 0.83
76 P 1.92 -9.74 0.74
77 O 2.04 -9.06 2.11
78 O 1.41 -11.30 0.93
79 C 1.56 -12.17 -0.17
80 O 0.28 -9.18 0.65
81 C -0.76 -9.91 1.27
82 H 4.82 -10.41 2.44
83 H 3.20 -11.07 2.76
84 H 4.33 -11.96 1.73
85 H 2.10 -13.07 0.16
86 H 2.12 -11.71 -0.99
87 H 0.58 -12.47 -0.53
88 H -0.48 -10.21 2.28
89 H -1.02 -10.78 0.66
90 H -1.64 -9.27 1.32
91 Cs 2.77 1.77 0.49
92 N -4.82 2.74 -4.14
93 O -4.23 2.26 -5.12
94 O -4.20 3.46 -3.34
95 O -6.02 2.49 -3.95

As for the charge: 0. For the HOMO energy, the calculation gives -7.07 eV. The orbital gap is 1.52 eV. The value obtained for the largest force on an atom is 12.531 eV/Å.